# C29H29N5O4Ta

A structure of composition C29H29N5O4Ta (the ωB97M-V functional and the def2-TZVPD basis, the OMol25 dataset).

Positions of all 68 atoms, in Å:
1 Ta -0.394 -0.325 -0.765
2 O 0.804 -0.925 -2.127
3 C 0.941 -2.034 -2.945
4 C 1.984 -2.136 -3.859
5 C 2.252 -3.300 -4.580
6 C 1.328 -4.350 -4.512
7 C 0.185 -4.263 -3.685
8 C 0.001 -3.131 -2.827
9 C -1.149 -3.055 -2.039
10 N -1.342 -2.256 -0.967
11 C -2.402 -2.643 -0.071
12 C -2.522 -1.561 0.994
13 N -2.220 -0.261 0.368
14 C -3.124 0.780 0.314
15 C -3.431 1.323 -0.959
16 C -4.537 2.169 -1.001
17 C -4.911 2.744 -2.194
18 C -4.045 2.748 -3.301
19 C -2.890 2.062 -3.222
20 C -2.513 1.408 -2.068
21 O -1.347 0.713 -2.064
22 H 2.589 -1.274 -4.038
23 H 3.103 -3.403 -5.294
24 H 1.481 -5.237 -5.112
25 H -0.546 -5.021 -3.669
26 H -1.879 -3.848 -2.131
27 H -2.288 -3.618 0.402
28 H -3.393 -2.712 -0.611
29 H -1.717 -1.758 1.722
30 H -3.471 -1.603 1.584
31 H -3.798 1.040 1.174
32 H -5.149 2.298 -0.090
33 H -5.846 3.318 -2.197
34 H -4.298 3.273 -4.246
35 H -2.128 2.023 -4.029
36 C 1.101 -3.895 2.308
37 N 1.475 -2.524 2.652
38 C 2.159 -2.403 3.846
39 C 2.318 -1.166 4.410
40 C 1.968 -0.068 3.547
41 N 1.704 -0.209 2.247
42 C 1.305 -1.403 1.856
43 O 0.749 -1.533 0.679
44 N 2.000 1.164 4.059
45 H 1.984 -4.315 1.917
46 H 0.279 -3.861 1.636
47 H 0.936 -4.491 3.210
48 H 2.433 -3.320 4.332
49 H 2.746 -0.989 5.405
50 H 1.895 1.329 5.045
51 H 1.615 1.912 3.432
52 C 2.871 1.764 -0.713
53 C 1.625 2.007 -0.020
54 O 0.527 1.226 -0.159
55 C 1.516 3.124 0.838
56 C 2.415 4.244 0.804
57 C 2.260 5.351 1.656
58 C 1.272 5.328 2.651
59 C 0.424 4.196 2.656
60 C 0.573 3.106 1.847
61 H 2.896 2.430 -1.615
62 H 3.045 0.708 -0.956
63 H 3.618 2.113 -0.019
64 H 3.312 4.197 0.184
65 H 2.935 6.193 1.568
66 H 1.073 6.198 3.286
67 H -0.335 4.170 3.455
68 H -0.020 2.229 1.997

Computed properties:
HOMO level, Eh: -0.6094
Multiplicity: 1
E, eV: -47714.0976
E_LUMO, eV: -9.94
Total charge: +3
Gap between HOMO and LUMO, eV: 6.643

***

# C29H29N9O4PS3Tl

A structure of composition C29H29N9O4PS3Tl (the ωB97M-V functional and the def2-TZVPD basis, the OMol25 dataset).

Positions of all 76 atoms, in Å:
1 Tl -1.301 -0.734 0.431
2 S 4.815 3.161 -3.375
3 N 4.056 3.645 -2.043
4 C 2.965 2.910 -1.950
5 C 1.951 3.027 -0.922
6 C 2.037 3.958 0.118
7 C 1.034 4.015 1.051
8 C -0.065 3.178 0.886
9 N -0.184 2.321 -0.120
10 C 0.834 2.188 -0.995
11 C 0.728 1.143 -2.040
12 N -0.297 0.263 -1.985
13 C -0.390 -0.667 -2.927
14 C 0.515 -0.793 -3.977
15 C 1.576 0.074 -4.032
16 C 1.701 1.056 -3.045
17 C 2.825 1.969 -3.005
18 N 3.812 2.012 -3.879
19 H 2.900 4.612 0.161
20 H 1.072 4.701 1.887
21 H -0.885 3.194 1.598
22 H -1.228 -1.353 -2.838
23 H 0.384 -1.573 -4.717
24 H 2.325 0.014 -4.813
25 C -4.164 -4.558 -2.104
26 C -4.815 -3.462 -1.552
27 C -4.088 -2.459 -0.904
28 C -2.726 -2.632 -0.849
29 C -2.026 -3.688 -1.389
30 C -2.781 -4.672 -2.031
31 H -4.740 -5.329 -2.599
32 H -5.892 -3.367 -1.625
33 H -4.583 -1.587 -0.499
34 H -0.950 -3.765 -1.321
35 H -2.276 -5.523 -2.474
36 N 7.382 -0.252 0.859
37 C 6.099 -0.263 1.306
38 C 5.130 0.581 0.729
39 C 3.832 0.557 1.179
40 C 3.471 -0.303 2.219
41 C 4.415 -1.155 2.794
42 C 5.712 -1.136 2.340
43 S 1.818 -0.330 2.746
44 O 1.717 -0.916 4.052
45 O 1.212 0.943 2.498
46 N 1.079 -1.337 1.614
47 C 0.946 -2.625 1.859
48 S 1.604 -3.557 3.228
49 C 0.964 -4.955 2.533
50 C 0.253 -4.664 1.368
51 N 0.248 -3.395 0.997
52 H 7.686 0.465 0.228
53 H 8.094 -0.741 1.368
54 H 5.420 1.260 -0.065
55 H 3.082 1.217 0.759
56 H 4.133 -1.800 3.617
57 H 6.451 -1.791 2.787
58 H 1.103 -5.928 2.987
59 H -0.279 -5.393 0.768
60 N -5.745 1.190 2.813
61 C -5.829 1.895 1.484
62 P -4.234 1.479 0.612
63 O -3.446 0.871 1.755
64 O -4.423 0.713 -0.650
65 C -3.484 3.062 0.023
66 N -2.593 2.652 -1.115
67 H -4.725 0.864 2.837
68 H -6.349 0.375 2.863
69 H -5.948 1.789 3.608
70 H -5.947 2.964 1.636
71 H -6.667 1.527 0.899
72 H -2.911 3.566 0.795
73 H -4.263 3.724 -0.349
74 H -3.046 1.841 -1.572
75 H -1.667 2.329 -0.743
76 H -2.437 3.396 -1.789

Computed properties:
HOMO level (alpha / beta), Eh: -0.4516 / -0.4504
Multiplicity: 1
E, eV: -98619.9620
E_LUMO (alpha / beta), eV: -6.82 / -5.65
Total charge: +2
Gap between HOMO and LUMO (alpha / beta), eV: 5.474 / 6.604

***

# C29H30AsCl3F6GeNO5Tc

A structure of composition C29H30AsCl3F6GeNO5Tc (the ωB97M-V functional and the def2-TZVPD basis, the OMol25 dataset).

Positions of all 77 atoms, in Å:
1 Tc 0.034 -2.574 0.608
2 O 1.804 -2.777 1.459
3 C 2.455 -3.720 2.011
4 C 1.849 -4.633 3.008
5 C 2.028 -3.802 4.320
6 C 3.443 -3.272 4.633
7 C 3.928 -2.066 3.793
8 C 4.429 -2.415 2.375
9 N 3.781 -3.683 1.964
10 H 2.406 -5.569 3.057
11 H 0.798 -4.842 2.832
12 H 1.693 -4.441 5.137
13 H 1.339 -2.956 4.277
14 H 4.175 -4.086 4.604
15 H 3.418 -2.945 5.673
16 H 4.736 -1.567 4.328
17 H 3.107 -1.347 3.726
18 H 5.502 -2.588 2.343
19 H 4.191 -1.640 1.652
20 H 4.198 -4.485 2.416
21 F -0.669 -2.749 2.419
22 As -1.519 -1.040 3.226
23 F -0.026 -0.968 4.046
24 F -2.142 -2.077 4.401
25 F -2.098 0.451 3.737
26 F -2.802 -1.398 2.175
27 F -0.648 -0.424 1.815
28 O 0.576 -0.872 -2.966
29 C -0.220 -1.009 -2.114
30 O 0.218 -1.716 -0.928
31 C -1.657 -0.594 -2.063
32 C -1.930 0.664 -1.223
33 Ge -1.053 2.273 -1.924
34 C -1.830 2.702 -3.640
35 C -1.144 2.616 -4.851
36 C -1.817 2.809 -6.050
37 C -3.175 3.093 -6.048
38 C -3.869 3.177 -4.849
39 C -3.200 2.983 -3.650
40 C 0.877 2.194 -1.723
41 C 1.772 2.605 -2.711
42 C 3.135 2.399 -2.552
43 C 3.618 1.796 -1.399
44 C 2.739 1.419 -0.392
45 C 1.377 1.623 -0.551
46 C -1.510 3.794 -0.742
47 C -1.023 5.098 -1.128
48 C -1.246 6.198 -0.348
49 C -1.957 6.041 0.848
50 C -2.453 4.762 1.255
51 C -2.230 3.667 0.474
52 H -2.242 -1.428 -1.673
53 H -1.941 -0.422 -3.102
54 H -1.680 0.504 -0.172
55 H -3.008 0.837 -1.271
56 H -0.089 2.378 -4.875
57 H -1.282 2.729 -6.986
58 H -3.693 3.258 -6.984
59 H -4.929 3.393 -4.848
60 H -3.755 3.060 -2.720
61 H 1.417 3.089 -3.611
62 H 3.821 2.708 -3.329
63 H 4.681 1.641 -1.277
64 H 3.115 0.973 0.521
65 H 0.705 1.357 0.253
66 H -0.478 5.195 -2.060
67 H -0.884 7.173 -0.642
68 H -2.136 6.900 1.483
69 H -3.005 4.681 2.182
70 H -2.609 2.701 0.781
71 Cl -3.990 -4.987 -0.802
72 C -2.614 -5.438 0.180
73 Cl -3.071 -5.609 1.887
74 Cl -1.845 -6.893 -0.418
75 C -1.608 -4.298 0.206
76 O -1.929 -3.093 0.072
77 O -0.357 -4.520 0.445

Computed properties:
HOMO level (alpha / beta), Eh: -0.5130 / -0.5114
Multiplicity: 3
E, eV: -215699.0517
E_LUMO (alpha / beta), eV: -7.35 / -9.44
Total charge: +2
Gap between HOMO and LUMO (alpha / beta), eV: 6.610 / 4.473

***

# C29H30AsMoN3O4SbSe4

A structure of composition C29H30AsMoN3O4SbSe4 (the ωB97M-V functional and the def2-TZVPD basis, the OMol25 dataset).

Positions of all 73 atoms, in Å:
1 Mo -0.262 -0.819 -0.642
2 O 0.323 -3.798 3.926
3 C -0.699 -4.240 3.219
4 O -1.613 -4.860 3.691
5 C -0.764 -3.853 1.771
6 C -1.758 -4.308 0.922
7 N -1.554 -3.769 -0.283
8 N -0.463 -2.981 -0.298
9 C 0.022 -3.027 0.964
10 C 1.256 -2.208 1.207
11 O 1.821 -2.248 2.275
12 O 1.550 -1.487 0.150
13 H 0.978 -3.297 3.384
14 H -2.566 -4.994 1.123
15 H -2.115 -3.871 -1.117
16 Se -1.668 5.634 -1.406
17 Sb 0.187 4.353 -0.869
18 Se 0.332 1.262 0.628
19 Se 1.371 1.034 -1.430
20 Se 0.144 2.553 -2.772
21 C -6.010 -5.774 -2.472
22 C -5.073 -4.600 -2.424
23 C -4.152 -4.370 -3.434
24 C -3.285 -3.281 -3.408
25 C -2.316 -3.109 -4.552
26 C -3.359 -2.389 -2.327
27 As -2.040 -0.967 -2.397
28 N -1.949 0.059 -0.867
29 C -2.704 1.126 -0.332
30 C -2.929 1.143 1.042
31 C -3.593 2.211 1.621
32 C -4.024 3.272 0.835
33 C -3.782 3.260 -0.532
34 C -3.126 2.190 -1.121
35 C -2.349 0.003 -4.029
36 C -1.307 0.097 -4.968
37 C 0.068 -0.501 -4.800
38 C -1.563 0.757 -6.165
39 C -2.801 1.304 -6.454
40 C -3.052 2.014 -7.754
41 C -3.827 1.151 -5.525
42 C -3.640 0.485 -4.327
43 C -4.834 0.265 -3.439
44 C -4.262 -2.615 -1.270
45 C -4.312 -1.763 -0.030
46 C -5.104 -3.715 -1.350
47 H -5.847 -6.378 -3.362
48 H -7.047 -5.435 -2.474
49 H -5.879 -6.411 -1.596
50 H -4.098 -5.056 -4.271
51 H -2.214 -4.041 -5.104
52 H -1.317 -2.823 -4.210
53 H -2.664 -2.340 -5.246
54 H -2.581 0.313 1.645
55 H -3.767 2.219 2.689
56 H -4.545 4.105 1.286
57 H -4.090 4.096 -1.147
58 H -2.887 2.200 -2.177
59 H 0.213 -0.988 -3.840
60 H 0.833 0.268 -4.906
61 H 0.253 -1.241 -5.582
62 H -0.763 0.840 -6.892
63 H -2.124 2.211 -8.286
64 H -3.563 2.962 -7.588
65 H -3.691 1.409 -8.400
66 H -4.809 1.550 -5.753
67 H -5.599 1.016 -3.633
68 H -4.581 0.328 -2.384
69 H -5.272 -0.717 -3.627
70 H -3.354 -1.772 0.496
71 H -5.070 -2.134 0.657
72 H -4.549 -0.724 -0.251
73 H -5.803 -3.892 -0.540

Computed properties:
HOMO level (alpha / beta), Eh: -0.4042 / -0.4038
Multiplicity: 1
E, eV: -373833.7663
E_LUMO (alpha / beta), eV: -4.45 / -4.42
Total charge: +1
Gap between HOMO and LUMO (alpha / beta), eV: 6.551 / 6.574